A cluster of 3 separate species, C12H24FN2O6S2 in total, computed with ωB97M-V/def2-TZVPD.

Last column: Mulliken charge in e.
Cartesian coordinates (Å):
C (-3.6749, 1.2739, -6.8262)  -1.16
C (-2.8843, -0.0829, -6.6497)  0.20
F (-2.4238, -0.5043, -7.8922)  -0.29
C (-1.6966, 0.1933, -5.6958)  0.46
C (-1.4976, -0.5660, -4.4423)  -0.42
C (-0.3440, -0.0884, -3.7052)  -0.16
N (0.5334, 0.8708, -3.9776)  -0.56
N (0.3461, 1.5204, -5.0962)  0.22
C (-0.6905, 1.2121, -5.8906)  -0.21
H (-3.2505, 1.8521, -7.6778)  0.33
H (-3.6071, 1.9205, -5.9182)  0.37
H (-4.7541, 1.1096, -7.0415)  0.34
H (-3.5868, -0.8061, -6.1757)  0.35
H (-2.1769, -1.3730, -4.1164)  0.39
H (-0.1692, -0.6106, -2.7353)  0.45
H (0.9810, 2.2872, -5.3346)  0.29
H (-0.7794, 1.8165, -6.8232)  0.39
O (3.2360, -2.6005, 1.4430)  -0.64
S (2.5909, -1.4373, 0.9161)  1.19
O (1.3355, -1.5255, 0.2218)  -0.59
O (3.6336, -0.6391, -0.0080)  -0.27
C (4.2499, -1.3399, -1.0953)  -0.43
C (3.2760, -1.5769, -2.2330)  -0.88
C (2.4381, -0.2292, 2.1916)  -0.95
H (4.6845, -2.2805, -0.7482)  0.34
H (5.0724, -0.7170, -1.4463)  0.29
H (2.4749, -2.2498, -1.9253)  0.30
H (3.7831, -2.0296, -3.0868)  0.43
H (2.8082, -0.6415, -2.5490)  0.15
H (3.3938, -0.1267, 2.7009)  0.36
H (1.6772, -0.5800, 2.8880)  0.37
H (2.1273, 0.7147, 1.7489)  0.32
O (-0.1099, 2.0957, 7.3359)  -0.63
S (-0.0578, 0.8608, 6.6142)  1.18
O (0.1654, 0.8301, 5.1968)  -0.55
O (-1.3688, 0.0034, 6.9525)  -0.27
C (-2.6528, 0.5982, 6.7143)  -0.34
C (-2.9830, 0.6697, 5.2345)  -0.97
C (1.1173, -0.2080, 7.3836)  -0.96
H (-2.7050, 1.5865, 7.1779)  0.33
H (-3.3874, -0.0316, 7.2155)  0.27
H (-2.3034, 1.3416, 4.7101)  0.29
H (-3.9995, 1.0368, 5.0844)  0.38
H (-2.8863, -0.3145, 4.7729)  0.26
H (0.9371, -0.2211, 8.4563)  0.33
H (2.1085, 0.1907, 7.1734)  0.37
H (1.0196, -1.2045, 6.9577)  0.32

Summary:
HOMO energy ... -12.32 eV
Energy above the lowest of the compared OMol25 structures with the same formula, charge and spin ... 0.0 kJ/mol
Lowest unoccupied orbital energy ... -5.5 eV
Charge ... +1

***

A structure of composition C5H8IrO3, computed with ωB97M-V/def2-TZVPD.

Last column: Mulliken charge in e.
Cartesian coordinates (Å):
O (0.8139, 1.9901, 0.1138)  -0.46
C (1.4907, 2.9783, 0.3661)  0.15
C (0.9431, 4.3661, 0.4346)  -0.83
H (2.6005, 2.9056, 0.3494)  0.33
H (1.6595, 5.0021, 0.9764)  0.30
H (0.8690, 4.7763, -0.5852)  0.28
H (-0.0368, 4.3923, 0.9251)  0.28
O (-0.7874, -1.3398, -0.2342)  -0.23
O (0.6679, -1.3537, 1.4535)  -0.46
C (-1.2266, -2.7339, 0.0338)  -0.37
C (-1.2175, -3.4693, -1.2960)  -0.99
C (0.1509, -0.6970, 0.4871)  0.74
H (-2.2770, -2.6193, 0.3535)  0.39
H (-1.6661, -4.4670, -1.1685)  0.35
H (-1.8004, -2.9437, -2.0752)  0.32
H (-0.2001, -3.6144, -1.6898)  0.32
Ir (0.0165, -3.1727, 1.5555)  0.87

Summary:
HOMO energy (alpha / beta) ... -13.02 / -12.95 eV
Energy above the lowest of the compared OMol25 structures with the same formula, charge and spin ... 0.0 kJ/mol
Multiplicity ... 5
Lowest unoccupied orbital energy (alpha / beta) ... -5.1 / -7.1 eV
Charge ... +1

***

A structure of composition C32H24N6O8PSTi, computed with ωB97M-V/def2-TZVPD.

Last column: Mulliken charge in e.
Cartesian coordinates (Å):
Ti (-0.3256, -0.5648, -0.3914)  -0.44
C (0.3606, -3.0447, 5.9376)  -0.50
C (-0.0810, -1.7468, 6.1398)  -0.69
C (-0.3637, -0.9303, 5.0539)  -0.39
C (-0.2063, -1.4168, 3.7597)  0.15
C (0.2515, -2.7180, 3.5602)  -0.44
C (0.5273, -3.5294, 4.6474)  -0.62
P (-0.6254, -0.4317, 2.2963)  1.60
C (-0.7941, 1.2886, 2.8376)  0.18
C (-2.0290, 1.8731, 3.1058)  0.02
C (-2.1055, 3.2164, 3.4429)  -0.76
C (-0.9517, 3.9807, 3.5167)  -0.46
C (0.2814, 3.4054, 3.2449)  -0.78
C (0.3594, 2.0683, 2.8965)  -0.33
C (-2.2523, -0.9666, 1.7470)  0.39
C (-3.3165, -1.4442, 2.5104)  -0.45
C (-4.4741, -1.8236, 1.8554)  -0.68
C (-4.5430, -1.7410, 0.4631)  -0.89
C (-3.4632, -1.2991, -0.2826)  -0.61
C (-2.2876, -0.9048, 0.3579)  0.31
H (0.5818, -3.6781, 6.7864)  0.37
H (-0.2055, -1.3628, 7.1434)  0.41
H (-0.7036, 0.0847, 5.2150)  0.41
H (0.3932, -3.0896, 2.5519)  0.31
H (0.8817, -4.5386, 4.4863)  0.41
H (-2.9348, 1.2842, 3.0332)  0.40
H (-3.0694, 3.6640, 3.6418)  0.42
H (-1.0124, 5.0284, 3.7778)  0.40
H (1.1833, 4.0001, 3.2892)  0.44
H (1.3221, 1.6330, 2.6531)  0.43
H (-3.2318, -1.5250, 3.5874)  0.53
H (-5.3207, -2.1946, 2.4163)  0.41
H (-5.4512, -2.0497, -0.0396)  0.41
H (-3.5336, -1.2896, -1.3662)  0.50
N (-2.4142, 1.3536, -3.1283)  -0.33
C (-1.4497, 1.8562, -2.3453)  0.36
S (-1.7271, 1.9089, -0.6689)  -0.26
N (-0.3283, 2.2378, -2.9717)  -0.04
C (0.7998, 2.9608, -2.4989)  0.55
C (1.9991, 2.7243, -3.1636)  -0.27
C (3.1373, 3.4321, -2.8198)  -0.67
C (3.0868, 4.3778, -1.8090)  -0.52
C (1.8890, 4.6120, -1.1542)  -0.75
C (0.7372, 3.9185, -1.4922)  -0.25
H (-3.1878, 0.9200, -2.6546)  0.28
H (-2.2264, 1.0806, -4.0806)  0.24
H (-0.2095, 1.8724, -3.9068)  0.11
H (2.0382, 1.9765, -3.9470)  0.34
H (4.0644, 3.2294, -3.3368)  0.36
H (3.9758, 4.9240, -1.5270)  0.39
H (1.8408, 5.3530, -0.3674)  0.38
H (-0.1862, 4.1138, -0.9797)  0.48
O (3.4061, 1.4958, -0.2467)  -0.60
C (2.3077, 1.0812, -0.2329)  0.81
N (1.1827, 0.6841, -0.2212)  -0.52
O (3.7338, -4.3092, -5.5311)  -0.63
N (3.6045, -4.2346, -4.3266)  1.05
O (4.2819, -4.8195, -3.5077)  -0.63
C (2.5593, -3.3411, -3.8154)  -0.61
C (2.3769, -3.2378, -2.4413)  -0.57
C (1.3891, -2.3895, -1.9971)  0.44
C (0.5793, -1.5991, -2.8469)  1.03
O (-0.3056, -0.8005, -2.3249)  -0.14
C (0.8189, -1.7720, -4.2296)  -0.51
C (1.7889, -2.6380, -4.7173)  -0.60
N (0.0672, -1.0227, -5.2426)  0.80
O (-0.4036, 0.0619, -4.9351)  -0.66
O (-0.0462, -1.5271, -6.3341)  -0.59
N (1.1497, -2.2533, -0.5855)  0.95
O (-0.1739, -2.4516, -0.1939)  -0.52
O (2.0508, -2.4714, 0.2363)  -0.61
H (2.9871, -3.7984, -1.7499)  0.64
H (1.9456, -2.7458, -5.7795)  0.60

Summary:
HOMO energy (alpha / beta) ... -8.45 / -8.46 eV
Multiplicity ... 2
Lowest unoccupied orbital energy (alpha / beta) ... -1.2 / -1.6 eV
Charge ... 0

***

A structure of composition C40H44FN6OReSSi, computed with ωB97M-V/def2-TZVPD.

Last column: Mulliken charge in e.
Cartesian coordinates (Å):
Re (-1.2380, 0.4560, 0.3653)  0.82
C (3.9648, -4.2916, 0.7145)  -1.85
C (3.8594, -2.9406, -0.0097)  2.06
C (5.2474, -2.5226, -0.5212)  -1.68
C (2.9376, -3.1078, -1.2202)  -1.66
C (3.3531, -1.8869, 0.9682)  0.28
C (4.1062, -1.5908, 2.1197)  -0.30
C (3.7241, -0.6144, 3.0146)  -1.08
C (2.5510, 0.0856, 2.7662)  1.16
S (1.8318, 1.3728, 3.6870)  -0.47
C (0.5342, 1.4258, 2.5537)  0.03
N (0.6168, 0.5652, 1.5674)  1.28
C (1.7611, -0.2090, 1.6503)  -1.24
C (2.1725, -1.1985, 0.7562)  -0.42
C (-0.5894, 2.3250, 2.6149)  0.94
C (-0.6742, 3.3955, 3.5040)  -0.66
C (-1.7535, 4.2543, 3.4222)  -0.97
C (-2.7295, 4.0491, 2.4521)  -0.82
C (-2.6470, 2.9697, 1.5841)  0.02
C (-1.5843, 2.0761, 1.6541)  0.34
H (4.3562, -5.0486, 0.0340)  0.47
H (2.9843, -4.6187, 1.0671)  0.32
H (4.6338, -4.2331, 1.5730)  0.35
H (5.6187, -3.2651, -1.2285)  0.47
H (5.9684, -2.4400, 0.2919)  0.37
H (5.1923, -1.5594, -1.0299)  0.23
H (3.3615, -3.8539, -1.8925)  0.51
H (2.8379, -2.1757, -1.7791)  0.26
H (1.9422, -3.4531, -0.9309)  0.30
H (5.0208, -2.1327, 2.3183)  0.52
H (4.3200, -0.3946, 3.8902)  0.48
H (1.5726, -1.3631, -0.1272)  -0.41
H (0.1154, 3.5594, 4.2275)  0.48
H (-1.8251, 5.0996, 4.0928)  0.42
H (-3.5579, 4.7406, 2.3703)  0.47
H (-3.4207, 2.8351, 0.8368)  0.37
O (-1.3219, 1.8575, -1.1469)  -0.46
C (-2.2852, 2.4444, -1.8004)  0.79
C (-1.9696, 3.5195, -2.6593)  -0.86
C (-2.9349, 4.2327, -3.3214)  -0.71
C (-4.2869, 3.9151, -3.1521)  -1.03
C (-4.6281, 2.8437, -2.3677)  -0.90
C (-3.6517, 2.0684, -1.7218)  0.49
C (-3.9959, 0.8513, -1.0485)  0.45
N (-3.1877, 0.0850, -0.3042)  0.84
C (-3.9085, -1.0480, 0.0359)  -0.59
C (-5.1474, -0.9655, -0.4953)  -1.03
N (-5.1894, 0.2291, -1.1727)  0.00
H (-0.9250, 3.7609, -2.7683)  0.12
H (-2.6522, 5.0581, -3.9609)  0.49
H (-5.0514, 4.4982, -3.6454)  0.42
H (-5.6773, 2.6042, -2.2360)  0.41
H (-3.4922, -1.8432, 0.6273)  0.44
H (-5.9812, -1.6398, -0.4286)  0.43
H (-5.9633, 0.5864, -1.7048)  0.18
C (3.5937, 1.0972, -1.3824)  -1.07
Si (1.8229, 1.7786, -1.4893)  0.39
C (1.7951, 2.9133, -3.0153)  -1.61
C (1.5416, 2.9805, -0.0588)  -0.68
N (0.7429, 0.4189, -1.4075)  0.30
C (0.5593, -0.4975, -2.3769)  1.01
C (1.2190, -0.5106, -3.6324)  -0.85
C (0.9726, -1.4844, -4.5790)  -1.15
C (0.0376, -2.4889, -4.3551)  -0.71
C (-0.6259, -2.5239, -3.1372)  -1.09
C (-0.3250, -1.5720, -2.1999)  0.14
F (-0.9400, -1.6449, -0.9646)  0.45
H (4.3005, 1.9044, -1.5829)  0.54
H (3.7709, 0.3097, -2.1175)  0.25
H (3.8133, 0.6967, -0.3919)  0.22
H (2.7647, 3.4084, -3.0949)  0.41
H (1.0557, 3.7007, -2.8848)  0.44
H (1.5936, 2.4172, -3.9646)  0.39
H (1.8520, 3.9794, -0.3704)  0.61
H (2.1288, 2.7220, 0.8240)  0.30
H (0.4897, 3.0323, 0.2148)  -0.17
H (1.9427, 0.2681, -3.8318)  0.33
H (1.5108, -1.4587, -5.5172)  0.46
H (-0.1674, -3.2316, -5.1120)  0.43
H (-1.3696, -3.2800, -2.9198)  0.48
C (-0.5860, -4.3519, 3.0556)  -1.45
C (-1.1926, -3.0076, 2.8757)  0.80
C (-2.1623, -2.3381, 3.5942)  -1.27
C (-2.3330, -1.0934, 2.9744)  0.30
N (-1.5081, -1.0122, 1.9221)  0.62
N (-0.8320, -2.1823, 1.8803)  0.61
C (-3.2587, -0.0079, 3.4024)  -1.28
H (-1.2022, -4.9534, 3.7184)  0.41
H (0.4087, -4.2727, 3.4975)  0.26
H (-0.4849, -4.8643, 2.0989)  0.34
H (-2.6835, -2.6927, 4.4661)  0.54
H (-0.0943, -2.3265, 1.2058)  -0.43
H (-4.1091, -0.4453, 3.9220)  0.50
H (-3.6048, 0.5777, 2.5554)  0.13
H (-2.7513, 0.6684, 4.0927)  0.23

Summary:
HOMO energy (alpha / beta) ... -9.16 / -9.25 eV
Energy above the lowest of the compared OMol25 structures with the same formula, charge and spin ... 208.5 kJ/mol
Multiplicity ... 2
Lowest unoccupied orbital energy (alpha / beta) ... -4.0 / -3.7 eV
Charge ... +1

***

A structure of composition C25H18Cl2IrN10O4, computed with ωB97M-V/def2-TZVPD.

Last column: Mulliken charge in e.
Cartesian coordinates (Å):
Ir (0.5626, -0.1261, -1.3463)  1.35
C (1.9245, -2.1167, 1.6240)  -1.03
N (2.8787, -1.2532, 0.9757)  -0.22
C (2.3287, 1.9044, 1.1826)  -1.06
C (1.0957, 2.3297, 0.6664)  0.61
N (0.0563, 1.7533, 0.0012)  -0.09
C (-0.8708, 2.7560, -0.1935)  0.28
C (-2.1670, 2.7184, -0.7290)  -0.31
C (-2.8702, 3.8978, -0.7888)  -0.84
C (-2.3349, 5.1105, -0.3139)  -0.45
C (-1.0831, 5.1669, 0.2527)  -0.97
C (-0.3699, 3.9715, 0.3091)  0.58
N (0.8473, 3.6712, 0.8430)  -0.04
C (0.7041, -2.5554, 0.8477)  0.21
N (-0.0709, -1.8415, 0.0621)  -0.06
C (-1.1565, -2.6661, -0.2684)  0.46
C (-2.2654, -2.4342, -1.0757)  -0.25
C (-3.1789, -3.4612, -1.2033)  -1.03
C (-3.0024, -4.6941, -0.5589)  -0.44
C (-1.9018, -4.9389, 0.2367)  -1.10
C (-0.9918, -3.8977, 0.3637)  0.20
N (0.1987, -3.7894, 1.0628)  -0.06
H (1.5772, -1.7338, 2.5967)  0.37
H (2.4971, -3.0256, 1.8362)  0.38
H (1.3246, -0.0758, -0.0370)  0.00
H (4.3147, -0.3918, -1.1684)  0.73
H (2.9981, 0.3641, 2.6984)  0.32
H (-2.5894, 1.7946, -1.0904)  0.52
H (-3.8645, 3.8946, -1.2141)  0.42
H (-2.9265, 6.0133, -0.3854)  0.38
H (-0.6749, 6.0908, 0.6397)  0.41
H (1.5093, 4.3034, 1.2598)  0.24
H (-2.3921, -1.5020, -1.6034)  0.60
H (-4.0494, -3.3167, -1.8287)  0.45
H (-3.7416, -5.4722, -0.6939)  0.38
H (-1.7569, -5.8911, 0.7291)  0.39
H (0.6530, -4.5135, 1.5920)  0.27
O (-1.9043, 1.6570, -3.9734)  -0.68
N (-1.1491, 1.1202, -3.2068)  0.96
O (0.0897, 1.3615, -3.1790)  -0.57
O (-1.5626, 0.2975, -2.3248)  -0.61
Cl (2.8621, 2.2756, -3.2156)  -0.14
C (3.9582, 1.3894, -2.2248)  1.30
C (5.2644, 2.0428, -2.1147)  -0.73
C (6.2352, 1.9912, -1.2036)  -0.28
C (6.2401, 1.3688, 0.0980)  0.24
C (5.9110, 0.7912, 1.1723)  -0.83
Cl (2.9979, 0.2831, 1.3774)  0.48
C (3.6014, 0.1924, -1.7457)  -1.91
N (2.3768, -0.4329, -2.0698)  0.64
H (5.4775, 2.6731, -2.9700)  0.36
H (7.1386, 2.5379, -1.4407)  0.31
H (7.2267, 1.2792, 0.6983)  0.33
O (0.2984, -1.7506, -2.7903)  -0.24
N (1.3289, -2.2192, -3.4279)  -0.75
C (2.5763, -1.6050, -2.9292)  2.08
C (3.2766, -2.6477, -2.1211)  -0.14
N (3.7514, -3.4271, -1.4246)  -0.63
C (3.4035, -1.2466, -4.1083)  -0.22
N (4.0478, -0.9460, -5.0078)  -0.54

Summary:
HOMO energy (alpha / beta) ... -7.56 / -8.76 eV
Energy above the lowest of the compared OMol25 structures with the same formula, charge and spin ... 1375.1 kJ/mol
Multiplicity ... 6
Lowest unoccupied orbital energy (alpha / beta) ... -0.8 / -2.2 eV
Charge ... 0

***

A cluster of 2 separate species, C6H15N2 in total, computed with ωB97M-V/def2-TZVPD.

Last column: Mulliken charge in e.
Cartesian coordinates (Å):
C (-3.0956, -0.0285, 0.2070)  -0.33
C (-2.4690, -0.4344, 1.3183)  -0.83
C (1.3730, 1.8618, -0.8435)  -1.52
C (-0.0736, -1.3932, -1.5883)  -0.36
C (2.0906, -0.7407, 1.0059)  -0.76
C (0.4928, 0.6895, -0.3515)  -0.14
N (0.2107, -0.1286, -1.3882)  0.04
N (0.8861, 0.0964, 0.9414)  -0.07
H (-3.2569, 1.0242, -0.2537)  0.24
H (-3.8384, -0.6224, -0.4049)  0.25
H (-2.0898, 0.3801, 1.9794)  0.33
H (1.0168, 2.3719, -1.6837)  0.48
H (1.5648, 2.6439, -0.1676)  0.44
H (2.3433, 1.4028, -0.9713)  0.38
H (-0.0076, -2.1340, -0.7049)  0.17
H (-2.8426, -1.3209, 1.7145)  0.36
H (-0.5965, -1.8476, -2.5025)  0.27
H (2.3528, -1.0710, 2.0848)  0.34
H (1.9684, -1.6974, 0.5238)  0.33
H (2.8303, -0.1604, 0.4816)  0.32
H (0.0455, 0.5182, -2.2337)  0.26
H (1.0061, 1.0336, 1.5301)  0.44
H (0.0889, -0.4432, 1.3070)  0.37

Summary:
HOMO energy ... -11.49 eV
Energy above the lowest of the compared OMol25 structures with the same formula, charge and spin ... 551.5 kJ/mol
Lowest unoccupied orbital energy ... -3.1 eV
Charge ... +1

***

The ion C8H18N2P with charge +1, computed with ωB97M-V/def2-TZVPD.

Last column: Mulliken charge in e.
Cartesian coordinates (Å):
C (-1.0712, 3.2317, 1.1610)  -1.09
P (-2.2069, 2.0373, 2.0811)  0.03
C (-1.7233, 0.5532, 1.4567)  0.36
C (-2.3085, -0.7884, 1.7521)  -1.28
N (-0.4083, 0.2444, 0.4258)  0.27
C (-0.2952, 0.7789, -0.9074)  -0.76
C (0.1997, -0.3883, -1.8040)  -0.82
N (1.5072, -0.8979, -1.1818)  -0.16
C (1.8752, -2.0931, -1.9705)  -0.69
C (1.2473, -1.3315, 0.2203)  -0.79
C (0.7917, -0.0280, 1.0556)  -0.76
H (-1.0559, 4.2155, 1.7348)  0.35
H (-0.0088, 3.2476, 1.1388)  0.34
H (-1.4606, 3.4785, 0.1874)  0.33
H (-1.9422, -1.0097, 2.7395)  0.31
H (-1.9917, -1.5458, 1.0782)  0.22
H (-3.4103, -0.7382, 1.7731)  0.44
H (0.5574, 1.5418, -1.1427)  0.30
H (-1.1549, 1.2338, -1.3024)  0.55
H (-0.5299, -1.2885, -1.8700)  0.34
H (0.5875, -0.1912, -2.7427)  0.49
H (2.0872, -0.0914, -1.1540)  0.38
H (0.9649, -2.7040, -2.2913)  0.28
H (2.4394, -1.6290, -2.9054)  0.35
H (2.4922, -2.7550, -1.3161)  0.35
H (2.1024, -1.8031, 0.5397)  0.53
H (0.4906, -2.0760, 0.1312)  0.44
H (0.6781, -0.0306, 2.1418)  0.45
H (1.5470, 0.8272, 0.9709)  0.24

Summary:
HOMO energy ... -11.92 eV
Energy above the lowest of the compared OMol25 structures with the same formula, charge and spin ... 131.2 kJ/mol
Lowest unoccupied orbital energy ... -2.6 eV
Charge ... +1

***

no.,F_max (eV/A)
1,4.51
2,5.60
3,1.02
4,3.13
5,0.81
6,3.29
7,5.55